The following is a quantum chemistry calculation of a single C26H23BCl3O6P molecule in a non-equilibrium geometry, from the Open Molecules 2025 dataset.

Frontier orbital gap   7.652 eV
SMILES string   Cc1cccc(Cc2cc(Cl)c([C@H](Cl)[C@H](C)Cl)c3c2C(=O)c2c(ccc(CB(O)O)c2P(O)O)C3=O)c1
Max |F|   2.2 eV/Å

Positions of all 60 atoms, in Å:
C1 0.254 -3.127 3.315
C2 0.125 -3.770 1.957
C3 -0.363 -5.069 1.813
C4 -0.476 -5.668 0.571
C5 -0.129 -4.963 -0.577
C6 0.327 -3.660 -0.453
C7 0.703 -2.804 -1.657
C8 -0.353 -1.735 -1.833
C9 -1.674 -2.136 -1.973
C10 -2.691 -1.210 -2.102
Cl1 -4.297 -1.881 -2.274
C11 -2.476 0.171 -2.098
C12 -3.672 1.102 -2.191
Cl2 -3.786 1.959 -3.742
C13 -3.838 2.003 -0.917
C14 -5.295 1.859 -0.407
Cl3 -3.566 3.744 -1.203
C15 -1.139 0.578 -1.982
C16 -0.103 -0.361 -1.839
C17 1.291 0.162 -1.661
O1 2.263 -0.346 -2.148
C18 1.384 1.409 -0.841
C19 0.368 2.338 -0.997
C20 0.370 3.513 -0.266
C21 1.418 3.734 0.608
C22 2.463 2.822 0.776
C23 3.562 3.156 1.766
B1 2.990 3.850 3.080
O2 2.123 3.183 3.932
O3 3.380 5.162 3.370
C24 2.462 1.623 0.039
P1 3.854 0.442 0.292
O4 3.172 -1.049 0.163
O5 4.851 0.667 -0.990
C25 -0.694 2.012 -1.993
O6 -1.082 2.851 -2.753
C26 0.470 -3.074 0.805
H1 -0.746 -2.833 3.636
H2 0.691 -3.814 4.032
H3 0.825 -2.206 3.225
H4 -0.651 -5.590 2.717
H5 -0.849 -6.681 0.510
H6 -0.207 -5.389 -1.569
H7 1.668 -2.374 -1.423
H8 0.803 -3.405 -2.559
H9 -1.887 -3.194 -1.957
H10 -4.533 0.453 -2.172
H11 -3.199 1.625 -0.125
H12 -5.969 1.661 -1.237
H13 -5.372 1.134 0.399
H14 -5.593 2.821 0.001
H15 -0.443 4.214 -0.389
H16 1.405 4.669 1.156
H17 4.067 2.252 2.101
H18 4.280 3.832 1.303
H19 1.218 3.425 3.708
H20 2.866 5.759 2.815
H21 3.590 -1.624 0.810
H22 4.988 -0.160 -1.471
H23 0.854 -2.064 0.897

---

The following is a quantum chemistry calculation of a molecular structure, C14H14B5F36Li3O5 in a non-equilibrium geometry, from the Open Molecules 2025 dataset.

Total charge   -2
Frontier orbital gap   8.296 eV
Max |F|   2.0 eV/Å

Positions of all 77 atoms, in Å:
Li1 -0.273 0.365 -3.179
Li2 0.656 -3.112 0.322
Li3 -2.385 -2.891 -2.265
B1 -0.873 -4.377 -4.737
F1 -0.603 -3.155 -5.414
F2 0.363 -5.067 -4.617
F3 -1.350 -4.088 -3.424
F4 -1.795 -5.139 -5.447
B2 -4.332 -4.223 -1.439
F5 -5.040 -5.172 -0.685
F6 -3.861 -3.064 -0.763
F7 -3.184 -4.864 -1.955
F8 -5.159 -3.832 -2.500
B3 -3.049 -0.880 -4.190
F9 -3.457 0.462 -4.076
F10 -3.785 -1.743 -3.378
F11 -3.085 -1.280 -5.517
F12 -1.653 -0.947 -3.756
B4 -0.642 -4.653 1.663
F13 -0.386 -4.683 0.253
F14 -2.002 -4.757 1.886
F15 0.082 -5.692 2.257
F16 -0.144 -3.393 2.098
B5 -0.485 -1.266 -0.893
F17 0.178 -0.089 -1.388
F18 -1.848 -1.115 -1.013
F19 -0.005 -2.397 -1.555
F20 -0.141 -1.387 0.478
C1 -3.494 0.491 1.837
C2 -3.761 -0.843 2.484
C3 -2.468 -1.592 2.905
O1 -2.685 -1.847 4.298
C4 -3.748 -1.157 4.754
O2 -4.031 -1.088 5.915
O3 -4.405 -0.555 3.754
H1 -2.725 1.067 2.355
H2 -4.377 1.112 1.676
H3 -3.127 0.352 0.810
H4 -4.399 -1.468 1.864
H5 -1.584 -0.984 2.758
H6 -2.544 -2.525 2.354
C5 -0.376 5.365 0.500
C6 -0.583 6.538 1.430
C7 0.425 6.621 2.576
F21 1.642 6.201 2.211
F22 0.487 7.872 3.095
F23 -0.521 7.642 0.618
F24 -1.821 6.579 1.980
O4 -0.043 4.210 1.272
C8 -0.142 3.047 0.581
C9 0.325 1.840 1.410
F25 1.638 1.852 1.703
F26 -0.414 1.742 2.531
F27 -1.414 2.793 0.212
F28 0.593 3.100 -0.572
H7 0.450 5.630 -0.156
H8 -1.298 5.197 -0.054
H9 0.018 5.971 3.360
H10 0.128 0.970 0.772
C10 5.252 1.389 0.469
C11 4.542 2.364 -0.457
C12 3.629 1.752 -1.524
F29 4.389 0.882 -2.267
F30 2.681 0.999 -0.923
F31 3.869 3.246 0.296
F32 5.531 3.018 -1.156
O5 5.979 0.386 -0.191
C13 5.717 -0.920 0.172
C14 6.502 -1.739 -0.848
F33 7.826 -1.563 -0.679
F34 6.252 -3.054 -0.617
F35 6.149 -1.153 1.427
F36 4.403 -1.144 0.122
H11 4.494 0.974 1.141
H12 5.921 1.929 1.139
H13 3.165 2.432 -2.237
H14 6.210 -1.494 -1.868

---

The following is a quantum chemistry calculation of a molecular structure, C31H24ClCuN3O4S2SbSe4, from the Open Molecules 2025 dataset.

Total charge   -1
Multiplicity   2
Frontier orbital gap (alpha / beta)   5.406 / 5.146 eV
Max |F|   0.5 eV/Å
<S²>   0.76
Energy relative to the best compared isomer or geometry (same formula, charge and spin)   0.000 eV

Positions of all 71 atoms, in Å:
Cu1 1.952 0.345 0.246
N1 4.575 -2.658 1.480
C1 4.078 -3.061 2.747
C2 4.951 -3.383 3.772
C3 4.452 -3.747 5.016
C4 3.084 -3.748 5.243
C5 2.213 -3.397 4.220
C6 2.707 -3.089 2.962
S1 1.622 -2.769 1.612
N2 2.572 -1.667 0.745
C7 3.844 -1.767 0.731
C8 4.555 -0.851 -0.198
C9 5.815 -1.104 -0.699
C10 6.348 -0.221 -1.637
C11 5.601 0.867 -2.032
C12 4.341 1.053 -1.472
N3 3.832 0.215 -0.578
H1 5.568 -2.484 1.472
H2 6.020 -3.353 3.597
H3 5.138 -4.012 5.810
H4 2.691 -4.008 6.217
H5 1.145 -3.364 4.391
H6 6.360 -1.993 -0.411
H7 7.327 -0.406 -2.060
H8 5.937 1.572 -2.779
H9 3.730 1.883 -1.807
C13 1.575 -0.877 -2.684
C14 0.272 -1.607 -2.572
C15 -0.147 -2.420 -3.612
C16 -1.364 -3.077 -3.559
Cl1 -1.851 -4.097 -4.888
C17 -2.201 -2.917 -2.477
C18 -1.795 -2.109 -1.423
C19 -0.559 -1.475 -1.452
O1 -0.111 -0.700 -0.409
C20 -0.989 -0.576 0.707
C21 -0.344 0.134 1.899
O2 -1.064 0.264 2.878
O3 0.889 0.478 1.823
H10 1.849 -0.748 -3.731
H11 2.376 -1.419 -2.172
H12 1.489 0.131 -2.277
H13 0.475 -2.516 -4.493
H14 -3.165 -3.406 -2.451
H15 -2.470 -1.972 -0.592
H16 -1.279 -1.567 1.064
H17 -1.885 -0.026 0.417
C22 -9.366 4.317 0.915
C23 -7.872 4.154 0.756
O4 -7.102 5.074 0.785
S2 -7.393 2.449 0.568
C24 -5.632 2.569 0.414
C25 -4.827 2.244 1.498
C26 -3.447 2.282 1.375
C27 -2.870 2.650 0.156
C28 -3.687 2.975 -0.933
C29 -5.062 2.933 -0.801
C30 -1.453 2.659 -0.011
C31 -0.260 2.598 -0.163
H18 -9.665 5.262 0.465
H19 -9.596 4.350 1.981
H20 -9.917 3.492 0.466
H21 -5.281 1.961 2.439
H22 -2.808 2.015 2.208
H23 -3.221 3.234 -1.875
H24 -5.697 3.178 -1.642
Se1 0.428 5.391 -2.984
Sb1 0.889 3.122 -3.488
Se2 -0.886 1.560 -3.759
Se3 3.048 2.555 -4.403
Se4 1.517 2.629 -0.553

---

The following is a quantum chemistry calculation of 6 unconnected molecules or ions with the total composition C34H44F13NO19 in a non-equilibrium geometry, from the Open Molecules 2025 dataset.

Frontier orbital gap   10.166 eV
SMILES string   CC(=O)OCCCOC(=O)NCCC(F)(F)C(F)(F)C(F)(F)C(F)(F)C(F)(F)C(F)(F)F.C[C@@H]1COC(=O)O1.C[C@@H]1COC(=O)O1.C[C@@H]1COC(=O)O1.C[C@@H]1COC(=O)O1.C[C@@H]1COC(=O)O1
Max |F|   1.1 eV/Å

Positions of all 111 atoms, in Å:
C1 -5.728 -0.422 -0.099
C2 -4.633 -0.684 0.900
O1 -4.348 0.086 1.784
O2 -3.996 -1.846 0.683
C3 -2.699 -1.977 1.288
C4 -2.717 -2.602 2.691
C5 -1.809 -1.826 3.635
O3 -2.516 -0.681 4.137
C6 -1.998 -0.096 5.228
O4 -2.658 0.155 6.192
N1 -0.626 0.253 5.102
C7 -0.476 1.596 4.504
C8 -0.641 1.521 2.966
C9 0.565 1.961 2.167
F1 1.668 1.334 2.688
F2 0.459 1.551 0.876
C10 0.918 3.472 2.178
F3 2.181 3.575 1.676
F4 0.958 3.950 3.433
C11 0.088 4.436 1.271
F5 0.203 4.091 -0.017
F6 0.698 5.638 1.413
C12 -1.421 4.659 1.643
F7 -1.660 4.359 2.934
F8 -1.680 5.978 1.490
C13 -2.435 3.935 0.702
F9 -2.506 4.620 -0.454
F10 -2.036 2.680 0.424
C14 -3.876 3.864 1.284
F11 -4.315 5.065 1.624
F12 -4.669 3.383 0.325
F13 -3.932 3.038 2.315
H1 -5.288 0.018 -0.993
H2 -6.239 -1.352 -0.344
H3 -6.425 0.279 0.351
H4 -2.195 -1.008 1.313
H5 -2.129 -2.604 0.607
H6 -3.739 -2.600 3.071
H7 -2.363 -3.630 2.664
H8 -1.448 -2.467 4.441
H9 -0.927 -1.514 3.066
H10 -0.257 0.302 6.046
H11 -1.232 2.289 4.887
H12 0.513 1.951 4.778
H13 -0.757 0.463 2.728
H14 -1.562 1.997 2.645
C15 -2.306 -5.924 -3.724
C16 -2.517 -6.348 -2.299
C17 -3.958 -6.355 -1.842
O5 -3.834 -6.097 -0.434
C18 -2.685 -5.413 -0.246
O6 -2.379 -4.880 0.776
O7 -1.940 -5.403 -1.368
H15 -1.252 -5.949 -3.976
H16 -2.841 -6.583 -4.406
H17 -2.653 -4.901 -3.879
H18 -2.046 -7.318 -2.116
H19 -4.459 -7.305 -2.007
H20 -4.541 -5.549 -2.294
C19 4.061 6.227 1.650
C20 5.433 6.816 1.448
C21 6.230 6.214 0.312
O8 7.581 6.392 0.759
C22 7.564 6.435 2.111
O9 8.532 6.396 2.802
O10 6.295 6.530 2.569
H21 3.553 6.715 2.481
H22 3.453 6.349 0.753
H23 4.130 5.166 1.890
H24 5.373 7.902 1.347
H25 6.078 6.719 -0.638
H26 6.041 5.145 0.191
C23 3.200 -7.028 -7.935
C24 1.856 -6.657 -7.364
C25 1.892 -5.648 -6.236
O11 0.728 -6.002 -5.478
C26 0.475 -7.316 -5.694
O12 -0.304 -7.966 -5.077
O13 1.239 -7.782 -6.709
H27 3.088 -7.751 -8.742
H28 3.703 -6.144 -8.328
H29 3.827 -7.486 -7.170
H30 1.181 -6.326 -8.158
H31 1.823 -4.618 -6.573
H32 2.771 -5.765 -5.599
C27 7.902 7.879 5.493
C28 8.635 9.184 5.342
C29 9.246 9.739 6.609
O14 9.225 11.152 6.368
C30 8.216 11.407 5.499
O15 7.811 12.491 5.234
O16 7.734 10.252 4.983
H33 7.503 7.559 4.540
H34 8.570 7.104 5.865
H35 7.061 7.989 6.181
H36 9.387 9.106 4.552
H37 10.265 9.401 6.782
H38 8.638 9.527 7.492
C31 -5.964 -9.199 -6.201
C32 -6.354 -7.884 -5.577
C33 -7.401 -7.100 -6.337
O17 -7.076 -5.749 -5.992
C34 -5.758 -5.702 -5.688
O18 -5.139 -4.702 -5.531
O19 -5.248 -6.958 -5.587
H39 -5.212 -9.705 -5.596
H40 -6.834 -9.851 -6.289
H41 -5.534 -9.041 -7.190
H42 -6.655 -8.029 -4.536
H43 -8.419 -7.332 -6.036
H44 -7.305 -7.218 -7.419

---

Number 3 is which compound?
C31H24ClCuN3O4S2SbSe4

---

max |F| of number 2 (C14H14B5F36Li3O5)?
2.0 eV/Å